[1]
17
Properties=species:S:1:pos:R:3:forces:R:3:lowdin_charge:R:1 method="wB97M-V/def2-TZVPD" charge=0 lumo_ev=0.78 e_tot_ev=-8426.6361 orbital_gap_ev=9.18
C 0.55599 1.26188 0.35510 -0.4 0.2 0.3 -0.15
C -0.63395 1.39628 -0.64319 -2.0 0.4 1.4 -0.20
O -0.81099 0.31271 -1.41861 -0.4 0.1 0.0 -0.13
C -1.23655 -0.79438 -0.63220 -0.2 -0.4 -0.1 -0.21
C -0.16486 -1.67179 -0.06241 0.1 -0.1 0.0 -0.08
C 1.05202 -1.29984 0.33182 -0.3 0.0 -0.1 -0.11
C 1.61495 0.10424 0.26305 -0.3 0.1 -0.1 -0.18
H 0.02364 1.04964 1.27571 0.4 0.3 0.6 0.10
H 1.12972 2.19714 0.44839 -0.5 -0.2 0.0 0.11
H -2.05257 1.41513 0.23207 1.9 -0.6 -0.2 0.15
H -1.47362 2.16011 -0.70566 2.3 0.5 -1.1 0.07
H -1.81049 -0.33972 0.19169 -0.1 -0.4 -0.1 0.08
H -1.94572 -1.31992 -1.26824 0.2 -0.4 0.0 0.12
H -0.49190 -2.70000 0.07354 0.2 0.0 0.1 0.10
H 1.68209 -2.07450 0.77819 0.0 0.3 -0.2 0.10
H 2.32269 0.19910 -0.57565 -0.5 0.1 -0.1 0.11
H 2.27799 0.23004 1.14005 -0.4 0.1 -0.2 0.11


[2]
25
Properties=species:S:1:pos:R:3:forces:R:3:lowdin_charge:R:1 method="wB97M-V/def2-TZVPD" charge=0 lumo_ev=0.95 e_tot_ev=-10494.2766 orbital_gap_ev=8.58
C -2.20979 1.19905 -0.72494 0.0 -0.6 0.2 0.00
C 1.04368 -0.41378 -1.27831 1.0 1.4 -0.6 -0.16
C 1.08942 -1.09127 -0.14493 -0.5 0.4 0.1 -0.41
C 1.55265 1.02653 -1.43699 2.6 -0.5 1.7 -0.11
C 0.31967 -2.32736 -0.06087 -3.3 -0.9 -1.7 -0.10
C 1.88529 -0.53657 1.00486 1.7 -1.1 -0.4 -0.06
C -1.37202 1.40806 1.52983 -1.1 2.2 0.6 -0.03
N -2.01350 -0.64164 0.70536 -1.2 -1.1 -0.6 0.01
N -1.94182 0.62176 0.44005 -0.9 -0.4 -2.0 -0.38
H -2.08029 2.22845 -0.76834 0.2 1.6 0.0 0.03
H -2.49675 0.70207 -1.66605 0.2 -0.3 1.1 0.08
H 0.65616 -0.88759 -2.17673 -0.3 0.2 0.1 0.10
H 0.85632 1.49525 -2.07291 -0.6 1.1 -0.7 0.03
H 2.63157 1.15931 -1.86988 -1.9 -0.5 0.4 0.10
H 1.65345 1.57193 -0.41626 -0.6 -0.8 -1.8 0.08
H -0.80478 -2.16677 0.33393 2.8 -0.3 -1.1 0.09
H 0.69988 -3.01386 0.59850 1.2 -1.7 1.8 0.03
H 0.31161 -2.87543 -1.06987 -0.3 0.9 1.3 0.10
H 2.87080 -0.34145 0.47584 -0.7 0.0 1.3 0.10
H 2.06635 -1.22225 1.88683 -0.4 0.7 -1.1 0.10
H 1.48983 0.39983 1.33442 -0.1 0.6 0.4 0.03
H -1.32318 2.51379 1.26889 0.7 -1.6 -0.2 0.11
H -1.96471 1.48813 2.46402 -0.3 -0.9 -0.8 0.10
H -0.49287 0.87169 1.78945 1.1 0.2 0.1 0.05
H -2.42697 -1.16790 -0.14590 0.8 1.4 1.5 0.09


[3]
54
Properties=species:S:1:pos:R:3:forces:R:3:lowdin_spin:R:1 method="wB97M-V/def2-TZVPD" charge=0 lumo_ev="-1.62 / -1.62" multiplicity=4 e_tot_ev=-84876.0758 orbital_gap_ev="5.35 / 5.61"
Cr 0.13734 -0.10507 0.06380 0.1 -0.1 0.2 2.91
O 1.93453 1.81937 3.21998 0.0 0.0 0.0 0.03
C 1.28806 1.11290 2.45677 -0.1 0.0 0.1 0.01
N 1.50679 0.82468 1.16530 -0.1 -0.2 0.0 -0.02
C 2.66165 1.23444 0.47213 0.1 0.0 -0.1 0.00
C 3.61409 2.14561 0.90661 0.0 0.0 -0.1 0.00
C 4.69673 2.43266 0.08016 0.0 0.0 0.1 0.00
C 4.82581 1.82658 -1.15487 0.0 0.0 -0.1 0.00
C 3.87646 0.91180 -1.60020 0.0 0.0 0.0 0.00
C 2.79768 0.61540 -0.78294 0.1 0.2 0.1 0.00
N 1.76332 -0.29721 -1.05598 -0.3 -0.2 -0.1 -0.02
C 1.92131 -1.33426 -1.89430 -0.1 0.0 0.0 0.01
O 2.79761 -1.54038 -2.72242 0.0 0.0 0.0 0.03
C 0.88487 -2.40955 -1.65683 0.0 0.0 -0.1 0.01
C 0.92678 -3.58396 -2.39255 0.0 0.1 0.0 0.00
C 0.04628 -4.60011 -2.07578 0.0 0.0 0.0 0.00
C -0.84647 -4.41030 -1.02879 0.0 0.0 0.0 0.00
C -0.83208 -3.20305 -0.35606 -0.1 -0.1 0.0 0.01
N 0.00846 -2.21324 -0.66424 0.2 0.1 0.2 0.01
C 0.07987 0.38687 2.99599 0.1 0.0 0.0 0.01
C -0.30359 0.57022 4.31475 0.0 0.0 0.0 0.00
C -1.36605 -0.16368 4.80510 0.0 0.0 0.0 0.00
C -2.00781 -1.05593 3.95857 0.0 0.0 0.0 0.00
C -1.57347 -1.16315 2.65155 0.0 0.0 0.0 0.00
N -0.54634 -0.45800 2.16759 -0.1 0.2 0.0 0.01
H 3.50723 2.61924 1.86754 0.0 0.0 0.0 0.00
H 5.43982 3.14488 0.41545 0.0 0.0 0.0 0.00
H 5.66939 2.06219 -1.79112 0.0 0.0 0.0 0.00
H 3.97265 0.43606 -2.56232 0.0 0.0 0.0 0.00
H 1.66605 -3.65702 -3.17716 0.0 0.0 0.0 0.00
H 0.05840 -5.53196 -2.62543 0.0 0.0 0.0 0.00
H -1.54340 -5.18017 -0.73016 0.0 0.0 0.0 0.00
H -1.51636 -3.02329 0.45922 0.0 0.0 0.0 0.00
H 0.26017 1.27479 4.90847 0.0 0.0 0.0 0.00
H -1.69085 -0.04839 5.83077 0.0 0.0 0.0 0.00
H -2.83979 -1.65787 4.29500 0.0 0.0 0.0 0.00
H -2.08245 -1.81646 1.96249 0.0 0.0 0.0 0.00
C -3.97077 1.39191 -0.56376 0.0 0.0 0.0 0.00
C -2.50687 1.10233 -0.50369 -0.1 -0.2 0.0 0.02
N -2.01624 -0.07646 -0.25916 0.1 -0.1 -0.1 0.00
O -2.98825 -1.07736 -0.04022 0.0 0.0 0.0 0.00
C -1.56512 2.12973 -0.80527 0.0 0.2 -0.1 0.01
C -1.94863 3.51118 -1.22984 0.0 0.0 0.0 0.00
N -0.28711 1.74574 -0.75013 0.1 0.2 0.0 -0.03
O 0.62228 2.50920 -1.10470 0.0 0.0 0.1 -0.01
H -4.54465 0.65872 -0.00771 0.0 0.0 0.0 0.00
H -4.29364 1.36667 -1.60830 0.0 0.0 0.0 0.00
H -4.16807 2.39296 -0.18676 0.0 0.0 0.0 0.00
H -2.97577 -1.59247 -0.85879 0.0 0.0 0.0 0.00
H -2.70162 3.49947 -2.02020 0.0 0.0 0.0 0.00
H -1.06325 4.02127 -1.60060 0.0 0.0 0.0 0.00
H -2.34885 4.09496 -0.39724 0.0 0.0 0.0 0.00
I -1.09316 0.25369 -3.63285 0.0 0.0 0.1 0.01
I -1.34299 -1.89620 -5.15684 0.0 -0.1 -0.1 0.00